Formula: C5H8N2
Source: the Open Molecules 2025 dataset
Level of theory: ωB97M-V/def2-TZVPD

```
15
Properties=species:S:1:pos:R:3
C 2.148 0.229 -0.086
N 0.729 -0.009 0.125
C 0.226 -1.233 0.245
C -1.177 -1.096 -0.010
C -1.546 0.344 0.253
N -2.756 0.746 0.365
C -0.253 0.944 -0.050
H 2.715 -0.624 0.293
H 2.356 0.342 -1.154
H 2.462 1.130 0.440
H 0.843 -2.118 0.310
H -1.874 -1.911 0.189
H -1.083 -0.487 -1.084
H -2.789 1.753 0.219
H -0.002 1.991 -0.055
```

The value obtained for the HOMO energy is -7.32 eV. The calculation puts the gap between HOMO and LUMO at 0.29592 Eh. As for the total energy: -8291.79672 eV. The energy above the lowest of the compared OMol25 structures with the same formula, charge and spin is 73.8 kcal/mol.

Formula: C5H8N2
Source: the Open Molecules 2025 dataset
Level of theory: ωB97M-V/def2-TZVPD

```
15
Properties=species:S:1:pos:R:3
C 1.644 -1.047 -0.362
C 0.776 -0.649 0.887
C -0.456 0.047 0.387
C -1.538 0.543 1.043
N -2.148 1.540 0.300
C -1.592 1.463 -0.867
N -0.526 0.611 -0.867
H 1.197 -1.951 -0.784
H 1.855 -0.310 -1.115
H 2.540 -1.432 0.101
H 1.436 0.004 1.453
H 0.637 -1.590 1.398
H -2.042 0.358 1.982
H -1.727 1.967 -1.814
H -0.056 0.446 -1.741
```

As for the SMILES: CCc1cnc[nH]1. The value obtained for the HOMO energy is -8.53 eV. The calculation puts the gap between HOMO and LUMO at 0.34415 Eh. As for the total energy: -8294.27218 eV. The energy above the lowest of the compared OMol25 structures with the same formula, charge and spin is 16.7 kcal/mol.

Formula: C5H8N2
Source: the Open Molecules 2025 dataset
Level of theory: ωB97M-V/def2-TZVPD

```
15
Properties=species:S:1:pos:R:3
C 1.138 0.867 -0.595
C 1.676 -0.338 -0.456
N 0.809 -1.169 0.357
C 0.245 -0.155 1.269
C -0.172 0.816 0.157
C -1.043 -0.161 -0.672
N -0.305 -1.430 -0.539
H 1.486 1.701 -1.173
H 2.555 -0.773 -0.890
H 1.014 0.238 1.932
H -0.579 -0.569 1.852
H -0.645 1.755 0.424
H -2.060 -0.222 -0.273
H -1.090 0.124 -1.726
H -0.873 -2.153 -0.108
```

As for the SMILES: C1=CN2C[C@@H]1CN2. The value obtained for the HOMO energy is -8.88 eV. The calculation puts the gap between HOMO and LUMO at 0.36506 Eh. As for the total energy: -8292.58162 eV. The energy above the lowest of the compared OMol25 structures with the same formula, charge and spin is 55.7 kcal/mol.

Formula: C5H8N2
Source: the Open Molecules 2025 dataset
Level of theory: ωB97M-V/def2-TZVPD

```
15
Properties=species:S:1:pos:R:3
C -1.607 1.913 -0.014
C -0.848 0.821 -0.138
C 0.520 0.604 0.480
C 0.842 -0.831 0.125
N 2.062 -1.421 0.496
C -0.106 -1.282 -0.703
N -1.073 -0.281 -0.950
H -2.500 2.052 -0.613
H -1.302 2.710 0.653
H 1.210 1.283 -0.033
H 0.574 0.836 1.550
H 2.095 -2.408 0.269
H 2.261 -1.307 1.484
H -0.164 -2.227 -1.231
H -1.965 -0.462 -1.375
```

As for the SMILES: C=C1CC(N)=CN1. The value obtained for the HOMO energy is -6.83 eV. The calculation puts the gap between HOMO and LUMO at 0.28921 Eh. As for the total energy: -8293.88907 eV. The energy above the lowest of the compared OMol25 structures with the same formula, charge and spin is 25.5 kcal/mol.

Formula: C5H8N2
Source: the Open Molecules 2025 dataset
Level of theory: ωB97M-V/def2-TZVPD

```
15
Properties=species:S:1:pos:R:3
C -2.470 0.388 -0.618
N -1.273 -0.030 0.076
C -0.054 -0.686 2.278
N 0.854 -0.587 1.445
C 1.086 -0.139 0.256
C 2.464 0.057 -0.303
C -0.140 0.199 -0.462
H -2.277 0.840 -1.603
H -3.135 -0.472 -0.749
H -3.005 1.118 0.000
H -0.494 -1.667 2.476
H 3.201 -0.443 0.331
H 2.546 -0.359 -1.314
H 2.732 1.119 -0.360
H -0.036 0.664 -1.453
```

The value obtained for the HOMO energy (alpha / beta) is -7.78 / -7.78 eV. The calculation puts the gap between HOMO and LUMO (alpha / beta) at 0.31376 / 0.31379 Eh. As for the total energy: -8291.85102 eV. The energy above the lowest of the compared OMol25 structures with the same formula, charge and spin is 72.5 kcal/mol.

Formula: C5H8N2
Source: the Open Molecules 2025 dataset
Level of theory: ωB97M-V/def2-TZVPD

```
15
Properties=species:S:1:pos:R:3
C -2.365 -0.270 0.065
C -0.928 0.294 -0.050
C -1.243 1.464 -0.730
N 1.714 1.271 -0.361
C 1.519 0.065 0.033
N 2.510 -0.888 0.267
C 0.160 -0.417 0.298
H -2.532 -0.995 -0.734
H -2.436 -0.748 1.043
H -3.170 0.476 0.004
H -1.623 2.246 -0.051
H 2.702 1.435 -0.567
H 2.236 -1.852 0.143
H 3.419 -0.691 -0.127
H 0.036 -1.390 0.766
```

The value obtained for the HOMO energy is -8.09 eV. The calculation puts the gap between HOMO and LUMO at 0.29541 Eh. As for the total energy: -8290.82016 eV. The energy above the lowest of the compared OMol25 structures with the same formula, charge and spin is 96.3 kcal/mol.